*A*
{
  "formula": "C3H8O2",
  "method": "the ωB97M-V functional and the def2-TZVPD basis",
  "symbols": ["O", "O", "C", "C", "C", "H", "H", "H", "H", "H", "H", "H", "H"],
  "coordinates": [[-1.823, 0.794, -0.816], [0.349, 0.404, 0.630], [-0.103, -0.711, -0.111], [-1.598, -0.495, -0.296], [1.725, 0.663, 0.505], [2.013, 0.788, -0.550], [0.115, -1.650, 0.421], [2.332, -0.144, 0.939], [-2.115, -0.638, 0.667], [1.922, 1.594, 1.043], [0.392, -0.744, -1.095], [-1.208, 1.358, -0.323], [-2.001, -1.218, -1.013]],
  "nbo_charge": [-0.716, -0.559, -0.091, -0.078, -0.244, 0.168, 0.173, 0.168, 0.160, 0.195, 0.168, 0.476, 0.181],
  "smiles": "COCCO",
  "lumo_energy_ev": 1.01
}


*B*
{
  "formula": "C3H8O2",
  "method": "the ωB97M-V functional and the def2-TZVPD basis",
  "symbols": ["O", "O", "C", "C", "C", "H", "H", "H", "H", "H", "H", "H", "H"],
  "coordinates": [[2.249, 0.145, -0.329], [-3.162, 1.483, -0.768], [1.116, 0.485, -0.107], [0.484, -1.846, 0.642], [0.152, -0.356, 0.677], [-2.358, 1.510, -1.291], [-0.878, -0.129, 0.395], [-3.430, 0.561, -0.776], [0.755, 1.478, -0.441], [1.445, -2.021, 1.116], [-0.300, -2.393, 1.162], [0.510, -2.201, -0.386], [0.215, 0.031, 1.703]],
  "nbo_charge": [-0.521, -0.933, 0.441, -0.604, -0.515, 0.466, 0.214, 0.468, 0.102, 0.224, 0.210, 0.211, 0.236],
  "smiles": "CCC=O.O",
  "lumo_energy_ev": 0.56
}


*C*
{
  "formula": "C3H8O2",
  "method": "the ωB97M-V functional and the def2-TZVPD basis",
  "symbols": ["O", "O", "C", "C", "C", "H", "H", "H", "H", "H", "H", "H", "H"],
  "coordinates": [[1.433, -0.653, -1.890], [-1.041, 0.294, 2.204], [-0.892, 0.534, 0.810], [0.310, -0.152, 0.239], [0.424, 0.112, -1.244], [-0.735, 1.610, 0.717], [0.645, 1.151, -1.385], [-0.544, -0.033, -1.742], [-0.646, -0.567, 2.421], [-1.791, 0.246, 0.255], [1.206, 0.234, 0.729], [0.258, -1.235, 0.409], [1.372, -1.540, -1.524]],
  "nbo_charge": [-0.705, -0.715, -0.054, -0.451, -0.055, 0.175, 0.176, 0.152, 0.463, 0.159, 0.213, 0.182, 0.460],
  "smiles": "OCCCO",
  "lumo_energy_ev": 0.86
}


*B* is preferred energetically. Next in line: 0.0061 hartree higher.


*A*
{
  "formula": "C3H8O2",
  "method": "the ωB97M-V functional and the def2-TZVPD basis",
  "symbols": ["O", "O", "C", "C", "C", "H", "H", "H", "H", "H", "H", "H", "H"],
  "coordinates": [[2.610, 0.592, 1.499], [4.311, -0.748, 0.779], [-2.392, -0.534, -1.494], [3.863, 0.322, 1.384], [-1.950, 0.247, -0.170], [2.191, 0.139, 0.687], [-2.479, 1.152, -0.148], [-0.937, 0.286, 0.143], [-2.257, -0.324, 0.733], [4.472, 1.076, 1.879], [-2.304, 0.199, -2.382], [-1.756, -1.370, -1.545], [-3.370, -1.037, -1.364]],
  "nbo_charge": [-0.650, -0.619, -0.612, 0.627, -0.616, 0.509, 0.204, 0.202, 0.200, 0.133, 0.209, 0.203, 0.212],
  "smiles": "O=CO.CC",
  "lumo_energy_ev": 0.54
}


*B*
{
  "formula": "C3H8O2",
  "method": "the ωB97M-V functional and the def2-TZVPD basis",
  "symbols": ["O", "O", "C", "C", "C", "H", "H", "H", "H", "H", "H", "H", "H"],
  "coordinates": [[-1.341, -1.098, 0.483], [0.886, -0.737, 1.317], [-1.313, 0.157, -0.067], [1.235, -0.019, -0.185], [0.018, 0.396, -0.991], [-1.239, 0.954, 0.702], [-2.163, 0.381, -0.735], [0.022, 1.468, -1.249], [1.777, -0.878, -0.570], [1.887, 0.791, 0.134], [-0.114, -0.208, -1.902], [0.707, -0.089, 2.025], [-0.363, -1.118, 1.040]],
  "nbo_charge": [-0.781, -0.775, -0.015, -0.027, -0.506, 0.122, 0.174, 0.215, 0.209, 0.195, 0.220, 0.484, 0.486],
  "smiles": "OCCCO",
  "lumo_energy_ev": 0.60
}


*A* is preferred energetically. Next in line: 0.0258 hartree higher.


*A*
{
  "formula": "CH6N2S",
  "method": "the ωB97M-V functional and the def2-TZVPD basis",
  "symbols": ["S", "N", "N", "C", "H", "H", "H", "H", "H", "H"],
  "coordinates": [[0.944, -1.237, -0.167], [1.805, 0.777, -0.021], [-0.597, -0.834, -0.525], [-1.348, 0.011, 0.341], [-0.816, -0.638, -1.459], [2.446, 0.657, 0.734], [-2.440, -0.105, 0.265], [-1.221, 1.095, 0.295], [2.320, 0.485, -0.829], [-1.091, -0.213, 1.367]],
  "nbo_charge": [0.436, -0.900, -0.753, -0.430, 0.374, 0.335, 0.196, 0.200, 0.336, 0.208],
  "smiles": "CNSN",
  "lumo_energy_ev": 0.23
}


*B*
{
  "formula": "CH6N2S",
  "method": "the ωB97M-V functional and the def2-TZVPD basis",
  "symbols": ["S", "N", "N", "C", "H", "H", "H", "H", "H", "H"],
  "coordinates": [[-4.237, 0.667, 1.130], [0.892, -0.235, -1.304], [3.029, -0.799, -0.489], [1.927, -0.179, -0.417], [3.438, -0.761, 0.456], [0.884, -0.603, -2.243], [0.238, 0.523, -1.355], [1.598, 0.491, 0.371], [-3.214, -0.349, 1.542], [-4.556, 1.246, 2.309]],
  "nbo_charge": [-0.327, -0.813, -0.708, 0.280, 0.340, 0.389, 0.378, 0.134, 0.177, 0.150],
  "smiles": "[H]/N=C/N.S",
  "lumo_energy_ev": 0.49
}


*B* is preferred energetically. Next in line: 0.0395 hartree higher.


*A*
{
  "formula": "C7H13NO",
  "method": "the ωB97M-V functional and the def2-TZVPD basis",
  "symbols": ["O", "N", "C", "C", "C", "C", "C", "C", "C", "H", "H", "H", "H", "H", "H", "H", "H", "H", "H", "H", "H", "H"],
  "coordinates": [[1.481, 0.549, 0.287], [-0.552, 1.953, -0.587], [2.580, 0.012, -0.405], [-0.864, 0.940, 0.416], [0.119, -1.179, 1.393], [-3.365, 0.127, 0.110], [-0.062, -0.890, -1.111], [-2.225, 0.459, 0.264], [0.178, -0.197, 0.224], [-0.153, -0.148, -1.901], [-4.371, -0.169, 0.037], [2.504, 0.164, -1.487], [0.480, 2.130, -0.518], [-0.744, 1.328, 1.445], [-0.922, -1.432, 1.594], [0.675, -2.087, 1.162], [-1.232, 2.704, -0.579], [-0.996, -1.445, -1.045], [0.555, -0.723, 2.280], [2.717, -1.054, -0.201], [3.458, 0.543, -0.029], [0.737, -1.587, -1.351]],
  "nbo_charge": [-0.580, -0.860, -0.244, -0.161, -0.647, -0.223, -0.670, -0.016, 0.314, 0.241, 0.233, 0.169, 0.402, 0.201, 0.226, 0.211, 0.377, 0.233, 0.223, 0.165, 0.194, 0.213],
  "smiles": "C#C[C@H](N)C(C)(C)OC",
  "lumo_energy_ev": 0.92
}


*B*
{
  "formula": "C7H13NO",
  "method": "the ωB97M-V functional and the def2-TZVPD basis",
  "symbols": ["O", "N", "C", "C", "C", "C", "C", "C", "C", "H", "H", "H", "H", "H", "H", "H", "H", "H", "H", "H", "H", "H"],
  "coordinates": [[0.333, 0.959, -1.101], [-0.079, -1.213, 0.647], [-1.223, -0.214, 0.431], [2.237, -0.462, -0.292], [1.236, 0.901, 0.064], [0.347, 2.121, 0.506], [1.073, -1.428, -0.231], [-2.324, -0.608, -0.542], [-0.619, 1.267, -0.173], [-1.517, 1.761, -0.478], [0.534, 3.040, -0.008], [2.754, -0.395, -1.261], [0.147, 2.357, 1.689], [0.780, -1.566, -1.233], [-2.212, -1.715, -0.363], [0.930, 0.330, 0.979], [-3.218, -0.112, -0.369], [-1.965, -0.129, -1.645], [-1.726, -0.348, 1.381], [0.157, -1.309, 1.554], [2.976, -0.833, 0.366], [1.380, -2.406, 0.078]],
  "nbo_charge": [-0.537, -0.642, -0.059, -0.391, 0.040, -0.377, -0.252, -0.634, 0.068, 0.177, 0.209, 0.220, 0.180, 0.207, 0.243, 0.176, 0.212, 0.198, 0.200, 0.354, 0.207, 0.201],
  "lumo_energy_ev": 1.00
}


*C*
{
  "formula": "C7H13NO",
  "method": "the ωB97M-V functional and the def2-TZVPD basis",
  "symbols": ["O", "N", "C", "C", "C", "C", "C", "C", "C", "H", "H", "H", "H", "H", "H", "H", "H", "H", "H", "H", "H", "H"],
  "coordinates": [[0.269, 2.957, 0.113], [-0.016, -0.670, -0.076], [1.147, -1.279, 0.619], [-2.442, -0.008, 0.343], [-0.072, 0.745, -0.450], [0.972, 1.755, -0.106], [2.314, -1.378, -0.337], [-2.977, -0.922, -0.431], [-0.971, 0.131, 0.603], [0.864, -2.288, 0.826], [-3.013, 0.809, 0.806], [1.241, -0.842, 1.670], [2.635, -0.399, -0.695], [-4.138, -0.881, -0.617], [1.992, -2.023, -1.136], [3.125, -1.905, 0.112], [1.762, 1.816, -0.841], [1.474, 1.552, 0.886], [-0.741, 0.454, 1.668], [-2.377, -1.674, -1.008], [-0.601, 0.945, -1.389], [-0.446, 3.106, -0.562]],
  "nbo_charge": [-0.718, -0.414, -0.213, -0.208, -0.088, -0.083, -0.613, -0.400, -0.100, 0.199, 0.206, 0.173, 0.202, 0.202, 0.219, 0.215, 0.170, 0.184, 0.191, 0.219, 0.192, 0.467],
  "smiles": "C=C[C@@H]1[C@@H](CO)N1CC",
  "lumo_energy_ev": 0.93
}


*D*
{
  "formula": "C7H13NO",
  "method": "the ωB97M-V functional and the def2-TZVPD basis",
  "symbols": ["O", "N", "C", "C", "C", "C", "C", "C", "C", "H", "H", "H", "H", "H", "H", "H", "H", "H", "H", "H", "H", "H"],
  "coordinates": [[-0.444, 0.320, 2.428], [1.036, 1.211, 0.712], [-0.719, -0.480, 0.165], [0.158, -0.092, -1.080], [2.418, 1.305, -1.187], [1.219, 0.875, -0.464], [-2.169, -0.614, -0.265], [-0.375, 0.715, 1.131], [-0.241, -1.747, 0.701], [-0.100, 1.188, 2.886], [-0.529, 0.471, -1.822], [-0.896, -1.961, 1.598], [-2.714, -1.147, 0.641], [-0.248, -2.523, -0.063], [-2.498, 0.452, -0.569], [2.735, 2.287, -0.904], [-2.306, -1.277, -1.050], [2.062, 1.172, -2.222], [-1.068, 1.586, 0.834], [0.737, -1.740, 1.262], [3.348, 0.865, -1.021], [0.595, -0.865, -1.711]],
  "nbo_charge": [-0.695, -0.442, -0.100, -0.469, -0.675, 0.308, -0.591, 0.242, -0.625, 0.485, 0.213, 0.221, 0.215, 0.211, 0.210, 0.239, 0.207, 0.212, 0.139, 0.230, 0.241, 0.225],
  "smiles": "CC1=N[C@H](O)C(C)(C)C1",
  "lumo_energy_ev": 0.84
}


*D* is preferred energetically. Next in line: 0.0330 hartree higher.